[1]
{
  "formula": "C20H23ClN2Zr",
  "method": "wB97M-V/def2-TZVPD",
  "species": ["Zr", "Cl", "N", "N", "C", "C", "C", "C", "C", "C", "C", "C", "C", "C", "C", "C", "C", "C", "C", "C", "C", "C", "C", "C", "H", "H", "H", "H", "H", "H", "H", "H", "H", "H", "H", "H", "H", "H", "H", "H", "H", "H", "H", "H", "H", "H", "H"],
  "coordinates": [[-0.5741, 0.4449, -0.4547], [-1.9882, 2.1293, -1.3732], [4.2697, -5.6462, 2.1649], [1.0601, -1.6601, 0.5255], [1.0931, -2.7978, -0.1533], [-0.9770, -0.5668, 1.8210], [1.8474, -1.5139, 1.6014], [-4.7505, 2.9230, -2.2732], [-1.8268, 1.5176, 1.2731], [-2.1617, -0.7705, 1.0496], [-0.7574, 0.8292, 1.9725], [0.6634, 1.9141, -1.9830], [3.5687, -4.7821, 1.7972], [-3.4063, 3.6185, -2.1906], [-3.4624, 4.8105, -1.2541], [1.9279, 0.6803, -0.4956], [2.6625, -2.5302, 2.0513], [0.5743, 2.5508, -0.6942], [1.4574, 0.7394, -1.8514], [-2.7047, 0.5102, 0.7329], [-2.8721, 4.0091, -3.5539], [1.9019, -3.8487, 0.2517], [2.7114, -3.7243, 1.3602], [1.3914, 1.7836, 0.2225], [-2.6818, -1.7047, 0.8481], [1.6131, 2.0858, 1.2486], [3.2503, -2.3834, 2.9255], [0.3693, 2.3584, -2.9517], [-4.6972, 2.0142, -2.8969], [1.8319, -0.5481, 2.1162], [-5.4871, 3.6218, -2.7229], [0.0007, 1.3267, 2.5727], [2.7017, -0.0176, -0.1722], [1.7438, 0.1127, -2.6979], [0.4651, -2.8453, -1.0447], [-4.1688, 5.5606, -1.6766], [0.0987, 3.5143, -0.4910], [-1.8798, 4.4858, -3.4696], [1.8987, -4.7658, -0.2982], [-2.4730, 5.2877, -1.1423], [-2.0092, 2.5880, 1.2674], [-5.1089, 2.6316, -1.2691], [-0.4627, -1.3804, 2.3209], [-2.7807, 3.1309, -4.2146], [-3.7190, 0.6585, 0.3445], [-3.8224, 4.5198, -0.2514], [-3.5706, 4.7338, -4.0239]],
  "spin_multiplicity": 1,
  "charge": 2,
  "homo_lumo_gap_ev": 7.630,
  "energy_ha": -1392.04064
}

=====

[2]
{
  "formula": "C20H23FN4O2S",
  "method": "wB97M-V/def2-TZVPD",
  "species": ["S", "F", "O", "O", "N", "N", "N", "N", "C", "C", "C", "C", "C", "C", "C", "C", "C", "C", "C", "C", "C", "C", "C", "C", "C", "C", "C", "C", "H", "H", "H", "H", "H", "H", "H", "H", "H", "H", "H", "H", "H", "H", "H", "H", "H", "H", "H", "H", "H", "H", "H"],
  "coordinates": [[2.9274, 3.9168, -1.2105], [-6.6190, 0.8318, -1.2756], [-1.5735, -2.1782, -0.7396], [-0.1461, 0.6067, -1.6661], [-0.4876, 0.9333, 0.5500], [2.0758, 2.3123, 0.4260], [2.9998, 3.1412, 0.2534], [0.4342, -1.6414, 0.1511], [-1.4301, -0.1723, 0.6246], [-3.8336, -0.7613, 0.3792], [3.1711, -1.0830, -1.1130], [-5.3667, 0.6008, -0.8252], [4.0695, -1.9251, -0.2129], [1.5352, 3.0423, -1.6460], [2.1244, -3.4023, 0.3632], [-5.1148, -0.5422, -0.0888], [-3.0933, 1.2799, -0.6369], [-2.8132, 0.1456, 0.1111], [1.2067, 2.2073, -0.6009], [-0.8696, -1.4265, -0.1115], [-0.5733, 3.1924, 1.6983], [1.2192, -2.6141, -0.5860], [-1.4821, 2.2707, 2.4486], [3.2573, -2.5430, 0.9207], [0.1186, 1.1929, -0.6335], [2.0359, -1.9275, -1.6871], [-4.3733, 1.5186, -1.1053], [-0.2861, 1.7194, 1.7287], [2.5513, -4.2404, -0.1905], [1.0376, 3.1564, -2.5858], [-3.6189, -1.6511, 0.9496], [1.5243, -3.8090, 1.1793], [-2.4579, 2.0769, 2.0303], [4.8704, -1.3065, 0.1973], [0.9617, -0.9261, 0.6266], [-2.3143, 1.9890, -0.8693], [0.4876, -3.2868, -1.0457], [-4.6014, 2.3980, -1.6867], [-1.5021, -0.4575, 1.6824], [-0.9418, 3.6150, 0.7757], [2.4529, -2.6958, -2.3405], [-1.4596, 2.2829, 3.5271], [1.3649, -1.3020, -2.2788], [-5.9115, -1.2419, 0.1070], [4.5282, -2.7208, -0.8042], [0.0850, 3.8478, 2.2467], [0.5531, 1.3917, 2.3352], [2.7658, -0.2455, -0.5390], [3.9042, -3.1601, 1.5477], [2.8516, -1.7493, 1.5526], [3.7560, -0.6602, -1.9326]],
  "spin_multiplicity": 1,
  "smiles": "O=C(NC1CCCCC1)[C@H](c1ccc(F)cc1)N(C(=O)c1csnn1)C1CC1",
  "charge": 0,
  "homo_lumo_gap_ev": 8.897,
  "energy_ha": -1643.46929
}

=====

[3]
{
  "formula": "C20H23FN4O5S",
  "method": "wB97M-V/def2-TZVPD",
  "species": ["S", "F", "O", "O", "O", "O", "O", "N", "N", "N", "N", "C", "C", "C", "C", "C", "C", "C", "C", "C", "C", "C", "C", "C", "C", "C", "C", "C", "C", "C", "C", "H", "H", "H", "H", "H", "H", "H", "H", "H", "H", "H", "H", "H", "H", "H", "H", "H", "H", "H", "H", "H", "H", "H"],
  "coordinates": [[0.9711, -2.0553, 0.3413], [-4.1811, 0.1191, 2.9775], [3.7469, -2.0255, -2.2533], [0.9504, -2.2010, -1.0797], [0.0798, 3.2984, -2.3697], [1.3565, -0.7802, 0.8938], [-0.4538, 1.2666, -1.9497], [-2.6128, -0.6716, 0.8347], [3.7722, -1.8125, 0.0063], [-0.4964, -2.5688, 0.9637], [0.3570, 2.1708, -2.0194], [3.4488, -3.1948, 0.2823], [-4.3208, 0.7591, 1.7848], [-0.9397, -1.8650, 2.1528], [-3.5179, 0.3837, 0.7022], [2.5957, 2.8521, -1.1857], [3.3428, 0.1350, -1.2891], [-2.1257, -1.3002, -0.3776], [2.1215, -3.2981, 1.0327], [-4.6861, 2.0619, -0.5957], [2.0914, 0.5315, -1.7252], [-3.7294, 1.0680, -0.4964], [-1.5502, -0.5057, 1.8112], [-5.4605, 2.4115, 0.4962], [3.8571, 2.4255, -0.7803], [-1.5627, -2.6754, -0.0174], [4.2258, 1.0930, -0.8061], [-5.2706, 1.7540, 1.7001], [2.2388, 4.2979, -1.0920], [3.6352, -1.3339, -1.2721], [1.7116, 1.8669, -1.6468], [-1.3341, -0.7104, -0.8636], [3.0042, 4.8417, -0.5442], [-3.1140, 0.8400, -1.3511], [-0.0768, -1.7280, 2.8041], [4.5589, 3.1608, -0.4150], [-1.6797, -2.4952, 2.6535], [-5.8580, 1.9926, 2.5731], [1.6547, -4.2695, 0.9140], [-0.7530, 0.1386, 1.4084], [2.1452, 4.7266, -2.0888], [-6.2050, 3.1881, 0.4174], [-1.1471, -3.1542, -0.9025], [-2.9597, -1.4246, -1.0701], [1.2787, 4.4389, -0.5992], [3.5410, -1.1615, 0.7449], [3.3763, -3.6876, -0.6917], [2.2262, -3.0525, 2.0860], [-1.9451, -0.0526, 2.7192], [4.2535, -3.6604, 0.8622], [-2.3449, -3.3050, 0.4149], [1.3959, -0.2041, -2.0992], [5.2045, 0.7960, -0.4598], [-4.8163, 2.5755, -1.5360]],
  "spin_multiplicity": 1,
  "smiles": "Cc1ccc(C(=O)NCCS(=O)(=O)N2CCN(c3ccccc3F)CC2)cc1[N+](=O)[O-]",
  "charge": 0,
  "homo_lumo_gap_ev": 7.746,
  "energy_ha": -1869.11464
}